1.
15
Properties=species:S:1:pos:R:3:lowdin_charge:R:1 method="wB97M-V/def2-TZVPD" charge=-1 e_homo_ev=-0.94 e_tot_ev=-5798.708 multiplicity=1
C -1.05907 1.09376 0.07029 -0.14
C -0.11873 -0.04343 -0.40764 -0.45
C -0.75010 -1.47539 -0.30005 -0.12
C 1.27975 -0.03840 0.30393 -0.49
N 1.92289 1.25891 0.11424 -0.22
H -0.46656 2.01557 0.21608 0.04
H -1.79545 1.27592 -0.74511 0.06
H -1.63295 0.84531 0.98329 0.05
H 0.09084 0.16209 -1.47537 0.11
H -0.17585 -2.17521 0.33085 0.05
H -1.79240 -1.47899 0.08653 0.05
H -0.81906 -1.88910 -1.32908 0.05
H 1.89565 -0.81104 -0.24319 0.06
H 1.23379 -0.37316 1.36797 0.08
H 2.18724 1.63316 1.02726 -0.13



2.
40
Properties=species:S:1:pos:R:3:lowdin_charge:R:1 method="wB97M-V/def2-TZVPD" e_homo_ev=-8.96 e_tot_ev=-23851.865 multiplicity=1
C -4.66918 -0.84274 2.10621 -0.05
H -4.56779 0.12337 2.47705 0.04
O -5.95484 -0.90914 1.24378 -0.20
C -5.87074 0.22423 0.23978 -0.13
C -4.80835 0.16362 -1.05845 0.03
N -3.50701 0.88980 -0.60585 0.09
C -2.26398 0.44109 -0.23121 -0.32
O -2.09009 -0.97088 -0.36165 -0.12
C -1.27285 1.30719 -0.21489 -0.34
O -1.62878 2.59103 -0.24607 0.00
N -0.07270 0.65430 0.25216 0.12
H 0.00203 -0.30096 0.11650 0.07
C 1.04749 1.75333 0.20875 -0.05
H 0.74538 2.58934 0.37083 -0.02
C 2.15180 1.29348 -0.80790 -0.14
N 3.23317 0.44380 -0.09883 -0.12
C 4.29370 0.52833 -1.06515 -0.19
C 5.44354 -0.47388 -0.40207 0.01
N 4.81472 -2.01725 -0.26126 0.07
H 4.76311 -2.34643 -1.01637 -0.04
C 3.76188 -1.89857 0.47157 -0.44
C 2.76185 -1.01784 0.14082 -0.17
H 2.28751 -1.48333 -0.89965 0.17
H 1.87068 -0.93887 0.84402 0.13
H 3.97637 -1.72880 1.37339 0.06
H 3.25867 -2.90936 0.67584 0.17
H 5.68796 0.03088 0.45391 0.07
H 6.22785 -0.73581 -1.08737 0.09
H 4.15385 0.05461 -1.99237 0.10
H 4.67732 1.43541 -1.10058 0.06
H 1.64577 0.85071 -1.62213 0.10
H 2.69828 2.23166 -1.03930 0.12
H 1.45806 1.39449 1.39970 0.19
H -3.58151 1.92072 -0.70136 0.15
H -5.18007 0.43549 -1.82384 -0.03
H -4.53794 -1.18964 -0.84499 0.23
H -5.71654 1.12268 0.59271 0.05
H -6.79433 0.21773 0.10533 0.03
H -4.80996 -1.63301 2.83766 0.06
H -3.63430 -1.30077 1.57133 0.13



3.
81
Properties=species:S:1:pos:R:3:lowdin_charge:R:1 method="wB97M-V/def2-TZVPD" s2=3.80 e_homo_ev="-6.70 / -7.45" e_tot_ev=-124138.892 multiplicity=4
V -0.29973 -0.16206 0.00774 0.23
S -2.21788 -0.13037 -0.92880 0.16
P -1.71634 -0.17078 2.50562 0.96
C -0.08730 0.13271 2.08580 -0.61
P 1.32154 -0.81582 2.41293 0.45
S 2.22339 -1.23904 0.68997 0.37
C 1.02638 -2.33664 3.37690 -0.31
C 0.93859 -2.29501 4.76885 -0.08
C 0.62699 -3.44438 5.48107 -0.09
C 0.38418 -4.63690 4.81098 -0.08
C 0.46450 -4.68365 3.42491 -0.07
C 0.79497 -3.53810 2.71066 -0.09
C 2.41552 0.12786 3.51687 -0.35
C 3.71847 -0.32775 3.71008 -0.09
C 4.56977 0.35071 4.56943 -0.08
C 4.12465 1.49005 5.23372 -0.09
C 2.82982 1.94613 5.03907 -0.08
C 1.97566 1.26467 4.17860 -0.09
C -1.97446 -0.61120 4.27509 -0.35
C -1.68801 0.28363 5.30706 -0.09
C -1.87714 -0.08929 6.63004 -0.08
C -2.36015 -1.35879 6.93290 -0.09
C -2.64562 -2.25396 5.91209 -0.09
C -2.45085 -1.88139 4.58576 -0.10
C -2.55115 1.46562 2.39872 -0.35
C -3.93681 1.51285 2.25000 -0.09
C -4.60048 2.72848 2.15216 -0.08
C -3.88450 3.91867 2.20125 -0.10
C -2.50408 3.88392 2.35604 -0.10
C -1.84104 2.66423 2.44978 -0.10
H 1.11703 -1.36518 5.29690 0.11
H 0.56646 -3.40540 6.56279 0.11
H 0.13214 -5.52983 5.37152 0.10
H 0.27636 -5.61132 2.89610 0.10
H 0.89217 -3.57044 1.63259 0.06
H 4.06044 -1.20754 3.17769 0.10
H 5.58304 -0.00266 4.71799 0.10
H 4.79032 2.02311 5.90269 0.10
H 2.48549 2.83618 5.55255 0.10
H 0.96320 1.61664 4.01352 0.08
H -1.32065 1.27648 5.06937 0.10
H -1.65120 0.60987 7.42787 0.10
H -2.51279 -1.64866 7.96629 0.10
H -3.01168 -3.24693 6.14711 0.10
H -2.64922 -2.58790 3.78619 0.09
H -4.49885 0.58612 2.19374 0.11
H -5.67743 2.74962 2.03152 0.10
H -4.40319 4.86796 2.13276 0.10
H -1.94131 4.81034 2.41427 0.10
H -0.76427 2.62539 2.56749 0.09
C -0.89850 5.48279 -0.60876 -0.03
N -0.23569 4.22742 -0.34660 -0.09
C 1.06428 4.08249 0.25446 -0.04
C 1.18411 2.56771 0.35123 -0.48
O 2.12520 2.02138 0.86221 0.05
N 0.05324 1.97681 -0.22322 0.06
C -0.74110 3.00724 -0.60837 -0.42
N -1.91010 2.86398 -1.18861 0.20
H -0.42270 6.25757 -0.01215 0.09
H -1.94841 5.43745 -0.30836 0.08
H -0.83923 5.77293 -1.66089 0.09
H 1.12280 4.53064 1.24839 0.14
H 1.86502 4.48932 -0.36496 0.14
H -2.26477 1.90030 -1.23417 -0.08
H -2.50231 3.65620 -1.34860 0.10
N 1.21858 -2.43089 -2.08604 0.09
C 0.37107 -3.06297 -1.23325 -0.73
N -0.48345 -2.48204 -0.43521 -0.04
C -1.34552 -3.44529 0.12470 -0.31
C -2.48631 -3.20258 0.88348 -0.05
C -3.20090 -4.27424 1.39656 -0.08
C -2.80896 -5.59157 1.15920 -0.09
C -1.70688 -5.85206 0.36217 -0.10
C -1.00432 -4.77319 -0.15424 -0.49
S 0.33943 -4.81149 -1.25463 1.09
H 1.39801 -1.46407 -1.88478 0.04
H 2.02751 -2.94367 -2.39319 0.10
H -2.81284 -2.18666 1.03174 0.03
H -4.09250 -4.08098 1.98546 0.10
H -3.38094 -6.41420 1.57166 0.10
H -1.41198 -6.86885 0.12922 0.11



4.
74
Properties=species:S:1:pos:R:3:lowdin_charge:R:1 method="wB97M-V/def2-TZVPD" charge=+1 s2=3.77 e_homo_ev="-12.13 / -12.13" e_tot_ev=-93435.249 multiplicity=4
Cr -0.30012 -0.49020 0.02116 0.94
C -1.86808 1.14749 -2.51774 0.02
C -0.38235 1.20473 -2.61509 -0.24
C 0.20824 1.97467 -3.62407 0.02
C 1.56910 2.15628 -3.65879 -0.01
C 2.34473 1.59307 -2.65093 0.02
C 1.71832 0.83297 -1.69019 -0.19
N 0.38255 0.59192 -1.70046 0.10
C 2.44833 0.27917 -0.52813 -0.18
C 3.82589 0.22370 -0.38794 0.04
C 4.35059 -0.34387 0.76240 0.01
C 3.50977 -0.85197 1.73904 0.03
C 2.14257 -0.77044 1.53762 -0.18
N 1.65353 -0.19737 0.43373 0.06
C 1.10570 -1.24169 2.48167 -0.20
C 1.41780 -1.73675 3.72799 0.02
C 0.37911 -2.05278 4.59433 0.00
C -0.91590 -1.81478 4.19554 0.01
C -1.18177 -1.30452 2.92193 -0.26
C -2.58589 -0.94216 2.55835 0.02
N -0.17536 -1.08038 2.06228 0.09
H -2.31871 1.34869 -3.48698 0.10
H -2.19797 1.90878 -1.80439 0.10
H -2.21598 0.19156 -2.15270 0.06
H -0.43326 2.43234 -4.36344 0.13
H 2.02814 2.75186 -4.43608 0.12
H 3.40873 1.77010 -2.60895 0.12
H 4.47903 0.60102 -1.16001 0.12
H 5.42246 -0.39529 0.89682 0.13
H 3.91699 -1.28535 2.63889 0.12
H 2.44553 -1.84994 4.03665 0.12
H 0.58959 -2.45145 5.57767 0.13
H -1.74667 -2.00674 4.85994 0.13
H -3.28949 -1.56461 3.10818 0.10
H -2.78665 -1.02289 1.49604 0.06
H -2.75656 0.09509 2.86038 0.10
F -4.29697 -3.10415 -2.18987 0.18
C -3.50976 -3.00254 -1.12684 -0.54
F -4.25177 -2.62803 -0.08157 0.16
F -3.01621 -4.23042 -0.84974 0.14
C -2.31530 -2.04915 -1.38725 -0.54
O -1.72007 -2.13921 -2.43701 0.12
O -2.05447 -1.27847 -0.38599 -0.14
O -2.57706 2.72841 0.70009 0.11
C -1.64642 2.11105 1.16604 -0.54
O -1.00110 1.17526 0.52789 -0.15
C -1.16091 2.39271 2.56691 -0.12
C -1.99842 3.05429 3.46025 0.01
C -1.58778 3.29690 4.76331 -0.03
C -0.32918 2.89684 5.18748 0.02
C 0.49511 2.26207 4.27505 -0.13
C 0.10560 2.00644 2.97400 0.05
N 1.83640 1.82900 4.70271 -0.33
O 2.16692 2.03863 5.84579 0.11
O 2.54435 1.27775 3.87153 0.05
H -2.97325 3.37063 3.11290 0.13
H -2.24811 3.80280 5.45405 0.12
H 0.01650 3.07407 6.19518 0.12
H 0.78561 1.53340 2.28586 0.11
N 0.96487 -7.36634 -1.48031 0.19
C 1.80923 -6.31972 -1.63599 -0.50
O 2.94641 -6.41362 -2.04159 0.09
C 1.26964 -4.96987 -1.22775 -0.10
C 0.36648 -4.78630 -0.19360 0.03
C -0.02665 -3.50106 0.12908 -0.09
N 0.42172 -2.42465 -0.52420 -0.01
C 1.27667 -2.60908 -1.53907 -0.07
C 1.73687 -3.85380 -1.90681 0.05
H 1.28195 -8.26648 -1.80246 0.12
H -0.02241 -7.23179 -1.35237 0.11
H -0.02431 -5.61760 0.37700 0.13
H -0.74389 -3.32454 0.91895 0.12
H 1.57540 -1.72682 -2.08760 0.12
H 2.44410 -3.96963 -2.71557 0.14



5.
97
Properties=species:S:1:pos:R:3:lowdin_charge:R:1 method="wB97M-V/def2-TZVPD" charge=+1 e_homo_ev=-11.17 e_tot_ev=-1443420.280 multiplicity=1
O -0.64560 -3.48642 1.10680 -0.28
C -1.28816 -2.38485 1.10497 -0.30
F -1.62706 -1.81254 2.35630 0.09
N -1.58801 -1.80128 -0.22556 0.08
N -2.69849 -2.36213 -0.82351 0.03
C -3.98550 -2.22631 -0.42895 -0.39
N -5.10507 -2.88231 -1.09085 0.05
C -6.31527 -2.44470 -0.38778 0.05
N -5.83177 -1.56501 0.66374 0.00
N -4.46361 -1.42937 0.68150 0.09
C -1.60924 -0.32841 -0.22082 -0.27
O -0.81682 0.29818 0.53023 0.12
F -2.51129 0.45861 -1.01719 0.01
H -2.52014 -2.99896 -1.62663 0.20
H -7.38630 -2.74675 -0.64876 0.17
H -6.52844 -1.11825 1.29003 0.16
H -3.91246 -0.83267 1.32428 0.15
Br 5.23394 0.64412 2.28890 0.61
C 3.35097 1.14878 2.26352 -0.69
C 2.65109 0.59096 1.04875 -0.69
Br 3.08897 1.61412 -0.55177 0.63
H 3.31190 2.23636 2.32374 0.05
H 2.93138 0.72322 3.17775 0.06
H 1.56870 0.67988 1.15577 0.03
H 2.90734 -0.44872 0.84197 0.05
Br -5.68147 -7.59398 1.84168 0.61
C -4.71617 -7.42888 0.15755 -0.68
C -3.42287 -6.67561 0.34115 -0.61
Br -3.74057 -4.75746 0.51050 0.85
H -5.39523 -6.95799 -0.55330 0.05
H -4.51976 -8.45523 -0.15972 0.07
H -2.78788 -6.78254 -0.54049 0.07
H -2.86400 -6.98458 1.22552 0.04
Br -2.77798 3.62945 -0.97591 0.63
C -4.69048 3.53341 -1.34284 -0.67
C -5.48412 3.38823 -0.06841 -0.65
Br -5.38735 1.56571 0.62483 0.67
H -4.84070 2.71110 -2.04253 0.05
H -4.93132 4.47566 -1.83959 0.07
H -6.54539 3.56411 -0.25446 0.06
H -5.14505 4.05009 0.72889 0.06
Br -2.59959 -9.08464 4.06675 0.61
C -1.38802 -7.57808 4.32750 -0.78
C -1.79084 -6.75380 5.52523 -0.74
Br -3.32893 -5.62550 5.11888 0.59
H -1.37816 -7.01237 3.39607 -0.02
H -0.40517 -8.02940 4.48331 -0.04
H -0.99422 -6.06038 5.79946 -0.03
H -2.05750 -7.35533 6.39474 0.06
Br 1.30549 -7.79160 6.43877 0.74
C 2.51827 -6.28628 6.70041 -0.65
C 2.11702 -5.46122 7.89806 -0.67
Br 0.58098 -4.33092 7.49406 0.65
H 2.52884 -5.72038 5.76914 0.03
H 3.50022 -6.73820 6.85675 0.07
H 2.91562 -4.76893 8.17157 0.06
H 1.85014 -6.06290 8.76722 0.06
Br 0.94568 -8.11285 1.53417 0.64
C 2.16685 -6.61871 1.81672 -0.66
C 1.76554 -5.80496 3.02146 -0.64
Br 0.23443 -4.66068 2.61704 0.95
H 2.18406 -6.04223 0.89144 0.05
H 3.14536 -7.07806 1.97160 0.06
H 2.56709 -5.11954 3.30652 0.06
H 1.49202 -6.41598 3.88360 0.00
Br 4.43734 3.09353 -3.55474 0.60
C 3.24498 4.47701 -2.86916 -0.74
C 2.13937 4.78119 -3.84905 -0.67
Br 2.78391 5.87758 -5.32692 0.66
H 3.86422 5.34317 -2.63162 -0.07
H 2.83531 4.06463 -1.94435 -0.04
H 1.35828 5.37728 -3.37267 0.04
H 1.69240 3.88832 -4.28710 0.06
Br 0.26324 4.41359 -10.33054 0.59
C 1.27062 6.08293 -10.32869 -0.70
C 1.47677 6.59632 -8.92494 -0.72
Br -0.14779 7.41579 -8.22601 0.59
H 0.73187 6.78051 -10.96968 0.05
H 2.22846 5.83614 -10.79180 0.06
H 2.22419 7.39220 -8.91368 0.06
H 1.76998 5.81860 -8.21916 0.00
Br 0.96889 6.59895 2.70022 0.62
C 1.59592 6.80935 0.86633 -0.70
C 0.53868 6.38974 -0.12484 -0.65
Br 0.41330 4.44740 -0.24362 0.59
H 2.52137 6.23988 0.77891 0.05
H 1.81809 7.87369 0.76304 0.06
H 0.80404 6.72001 -1.13137 0.05
H -0.45710 6.75855 0.12283 0.06
Br 4.53707 7.61599 -2.05025 0.67
C 5.48911 7.85262 -3.73594 -0.69
C 6.77271 8.61977 -3.53602 -0.69
Br 6.42888 10.52407 -3.30356 0.61
H 4.79831 8.33640 -4.42606 0.04
H 5.69738 6.83967 -4.08808 0.05
H 7.40254 8.55069 -4.42499 0.06
H 7.34180 8.29038 -2.66626 0.05